1.
{"formula": "C13H9BrClN3O2", "method": "the ωB97M-V functional and the def2-TZVPD basis", "max_force_ev_per_a": 1.6, "e_homo_ev": -9.16, "total_energy_ev": -104756.3023, "elements": ["O", "H", "H", "C", "C", "C", "Cl", "Br", "H", "C", "H", "H", "N", "H", "H", "H", "C", "C", "C", "N", "H", "C", "N", "O", "C", "C", "C", "C", "C"], "positions_angstrom": [[0.766, 2.297, -0.963], [2.550, -1.033, -0.616], [-5.961, -1.503, 1.286], [4.565, -0.444, -0.197], [3.214, -0.217, -0.374], [5.434, 0.595, 0.097], [2.997, 3.728, 0.214], [5.237, -2.214, -0.354], [-2.805, 0.445, -1.867], [-1.517, -0.638, 0.243], [5.593, 2.699, 0.444], [-1.560, -2.451, 1.213], [-0.842, 0.310, -0.287], [-0.015, -1.699, 1.110], [-6.664, -0.403, -0.845], [-3.543, -1.595, 1.831], [-5.620, -0.477, -0.571], [1.242, 1.311, -0.484], [4.934, 1.877, 0.214], [-4.765, 0.056, -1.428], [6.487, 0.404, 0.231], [-3.479, -0.002, -1.151], [-1.015, -1.630, 1.022], [0.560, 0.230, -0.065], [-3.877, -1.152, 0.904], [-5.229, -1.091, 0.609], [2.704, 1.073, -0.258], [3.577, 2.124, 0.036], [-2.967, -0.602, 0.004]], "forces_ev_per_angstrom": [[0.03, -0.36, 0.08], [-0.01, -0.03, 0.01], [-0.07, -0.02, 0.04], [0.05, -0.11, -0.02], [0.15, 0.00, 0.03], [-0.11, -0.16, -0.04], [0.13, 0.35, 0.13], [-0.04, 0.13, 0.00], [0.12, 0.00, -0.03], [0.83, -0.16, 0.21], [0.04, 0.10, 0.03], [0.03, 0.04, -0.10], [-0.04, 1.10, -0.69], [-0.05, -0.02, 0.02], [-0.11, -0.04, 0.06], [0.03, -0.03, 0.05], [-0.14, -0.16, 0.30], [-0.02, 0.69, -0.33], [-0.20, 0.07, -0.03], [-0.22, 0.22, -0.43], [0.06, -0.01, 0.01], [0.45, -0.10, 0.21], [0.23, -0.13, 0.22], [-0.84, -1.25, 0.62], [0.12, 0.10, -0.18], [0.03, 0.03, -0.05], [0.12, 0.14, 0.02], [-0.04, -0.37, -0.09], [-0.53, -0.02, -0.04]]}

***

2.
{"formula": "C13H9Cl2N3O3PtSSe", "method": "the ωB97M-V functional and the def2-TZVPD basis", "s2": 0.774, "max_force_ev_per_a": 2.1, "charge": 1, "e_homo_ev": [-12.18, -12.18], "spin_multiplicity": 2, "total_energy_ev": -128704.3410, "elements": ["C", "C", "H", "H", "C", "H", "N", "C", "H", "S", "H", "O", "H", "C", "Cl", "N", "O", "Cl", "Pt", "C", "C", "Se", "H", "C", "C", "H", "O", "C", "C", "C", "C", "H", "N"], "positions_angstrom": [[3.592, 1.098, 1.361], [4.087, 2.159, 2.070], [3.700, 4.171, 2.762], [1.458, 4.265, 1.688], [-4.591, 2.337, -2.190], [4.124, 0.178, 1.172], [-4.615, -0.362, 0.238], [0.431, -4.398, -0.142], [-1.272, 1.505, -2.143], [0.046, 2.244, 0.199], [1.372, -4.223, -0.651], [0.571, -2.051, -0.082], [-6.155, 1.461, -1.032], [-5.102, 1.485, -1.277], [-0.625, -5.341, -1.184], [-2.105, -0.249, -0.158], [-1.352, -3.017, 0.606], [0.746, -5.202, 1.399], [-0.110, -0.084, -0.006], [-3.191, 2.339, -2.499], [2.078, 3.381, 1.627], [-3.253, -1.262, 0.826], [-5.252, 3.017, -2.709], [3.319, 3.324, 2.210], [1.579, 2.270, 0.935], [-2.810, 3.019, -3.250], [1.894, 0.120, 0.188], [-2.322, 1.503, -1.883], [-2.823, 0.601, -0.900], [-0.223, -3.036, 0.163], [-4.228, 0.561, -0.626], [5.067, 2.085, 2.518], [2.351, 1.158, 0.831]], "forces_ev_per_angstrom": [[0.14, -0.20, -0.11], [-0.14, 0.25, 0.01], [0.01, -0.02, 0.02], [-0.02, -0.02, 0.04], [0.08, 0.19, -0.16], [-0.08, -0.06, 0.07], [-0.09, 0.24, 0.24], [0.08, 0.47, 0.01], [-0.02, -0.07, -0.05], [-1.14, -1.27, 0.04], [0.06, -0.24, 0.00], [-1.13, 1.20, -0.11], [0.00, -0.03, -0.03], [-0.14, -0.32, 0.05], [0.03, -0.04, -0.05], [-0.17, -0.04, -0.39], [-0.05, 0.66, 0.14], [0.08, -0.04, -0.01], [2.02, 0.49, 0.29], [-0.20, 0.03, -0.02], [-0.02, 0.02, -0.15], [0.21, -0.07, -0.11], [0.08, 0.06, 0.00], [0.08, -0.11, -0.04], [0.36, 0.15, 0.13], [-0.10, 0.02, -0.03], [-0.05, -0.70, -0.08], [0.14, -0.06, 0.18], [0.12, 0.18, 0.15], [0.01, -1.16, -0.01], [-0.03, 0.01, -0.20], [0.02, -0.04, -0.05], [-0.11, 0.51, 0.25]]}

***

3.
{"formula": "C13H9F5N4O3OsSbSe5", "method": "the ωB97M-V functional and the def2-TZVPD basis", "s2": 6.034, "max_force_ev_per_a": 0.2, "charge": -1, "e_homo_ev": [-5.25, -5.34], "spin_multiplicity": 5, "total_energy_ev": -375056.1946, "elements": ["Sb", "C", "H", "N", "H", "H", "C", "C", "C", "H", "C", "C", "N", "Os", "H", "F", "H", "Se", "C", "Se", "F", "F", "C", "H", "Se", "H", "C", "C", "C", "H", "N", "O", "N", "Se", "O", "Se", "F", "C", "F", "C", "O"], "positions_angstrom": [[-3.874, -3.044, 4.278], [-1.363, -2.829, -1.269], [-0.770, -2.910, -3.306], [-0.105, 2.821, 1.961], [-0.631, -0.387, -3.498], [-0.100, 2.199, 0.074], [2.863, 3.297, -2.346], [4.348, 1.582, -0.800], [-1.067, 2.808, 2.972], [-1.848, -5.913, -0.053], [-0.932, -0.876, -2.584], [2.980, 1.315, -0.914], [-1.604, -0.663, -0.307], [-1.952, 0.640, 1.323], [0.815, 3.127, 2.240], [0.944, 2.070, -1.897], [0.702, 1.155, 1.024], [-1.777, -3.568, 3.162], [4.218, 3.520, -2.207], [-4.007, -3.343, 6.655], [5.129, 0.789, -0.062], [4.804, 4.559, -2.815], [-1.001, -2.252, -2.479], [-2.031, -4.419, 0.791], [-3.992, -0.448, 1.779], [-1.936, -2.379, 0.779], [-1.235, -0.117, -1.477], [-1.653, -2.002, -0.199], [2.281, 2.216, -1.709], [-1.192, 0.961, -1.519], [-0.144, 1.779, 1.002], [-2.081, 1.976, 2.746], [-1.835, -4.908, -0.077], [-3.956, -0.433, 4.112], [-1.138, -4.978, -2.222], [2.194, -0.180, -0.054], [2.123, 4.124, -3.098], [-1.435, -4.339, -1.225], [6.275, 2.862, -1.283], [4.960, 2.652, -1.425], [-0.974, 3.535, 3.926]], "forces_ev_per_angstrom": [[0.04, 0.01, -0.03], [0.01, -0.01, -0.07], [-0.01, 0.01, -0.01], [0.03, -0.02, -0.04], [0.00, 0.00, 0.00], [-0.02, 0.00, -0.01], [0.01, -0.01, 0.01], [-0.03, 0.01, -0.01], [-0.04, 0.00, 0.04], [0.02, 0.00, 0.00], [0.00, -0.02, -0.01], [0.10, 0.03, -0.01], [0.04, 0.02, -0.06], [0.13, -0.09, 0.11], [0.00, -0.01, 0.00], [-0.01, 0.00, 0.02], [-0.07, -0.06, 0.00], [0.02, -0.04, 0.00], [0.01, 0.00, 0.00], [-0.02, -0.01, 0.04], [0.00, 0.01, -0.01], [0.00, 0.00, 0.00], [0.04, -0.01, 0.03], [0.08, 0.02, 0.00], [-0.19, 0.01, -0.05], [0.02, 0.00, -0.04], [-0.02, -0.03, 0.02], [-0.10, 0.04, 0.03], [-0.02, 0.00, 0.00], [0.00, 0.01, 0.00], [0.11, 0.12, 0.01], [0.01, 0.05, -0.04], [-0.11, -0.02, 0.07], [0.00, 0.00, 0.01], [-0.06, 0.01, 0.02], [-0.06, -0.05, 0.04], [-0.01, 0.01, -0.01], [0.11, 0.03, -0.01], [0.01, 0.00, 0.00], [-0.01, 0.00, -0.01], [0.00, -0.02, -0.03]]}

***

4.
{"formula": "C13H9F5N4O3OsSbSe5", "method": "the ωB97M-V functional and the def2-TZVPD basis", "s2": 6.034, "max_force_ev_per_a": 0.4, "charge": -1, "e_homo_ev": [-4.99, -5.01], "spin_multiplicity": 5, "total_energy_ev": -375057.2292, "elements": ["C", "C", "O", "H", "Se", "Os", "C", "Se", "H", "C", "O", "H", "Se", "F", "F", "H", "N", "C", "C", "Se", "N", "C", "F", "H", "C", "H", "Se", "O", "F", "C", "F", "N", "N", "H", "Sb", "C", "C", "H", "C", "H", "C"], "positions_angstrom": [[2.051, -2.650, 1.292], [0.829, -2.857, 0.683], [-3.304, 1.563, 1.721], [0.668, -3.674, -0.005], [-1.868, 0.236, 4.216], [-1.619, 0.539, 1.860], [2.200, -1.564, 2.144], [1.248, 0.737, -1.393], [2.898, -3.299, 1.120], [-0.404, -0.930, -3.122], [-4.505, 2.911, 0.392], [-1.978, -0.178, -0.789], [0.123, 2.651, 1.989], [1.723, 1.699, -4.314], [-1.816, -2.407, -4.316], [-1.151, -2.067, 0.431], [-1.863, 0.705, -0.298], [-0.568, -0.798, -5.501], [3.541, -1.333, 2.779], [-2.500, 2.397, 4.929], [-2.986, 1.521, -0.544], [-3.651, 2.076, 0.558], [-0.828, -1.569, -2.004], [-0.966, 1.095, -0.651], [-0.940, -1.391, -4.311], [1.142, 0.112, 3.027], [-0.308, 5.725, 4.720], [4.425, -2.164, 2.694], [0.705, 0.832, -6.615], [0.337, 0.247, -5.466], [-1.074, -1.227, -6.666], [-0.063, -0.919, 1.749], [3.704, -0.166, 3.451], [3.030, 0.578, 3.409], [-0.192, 3.333, 4.380], [-0.194, -1.962, 0.921], [0.510, 0.116, -3.032], [4.616, 0.030, 3.824], [1.113, -0.737, 2.359], [-2.939, 2.106, -1.363], [0.853, 0.684, -4.260]], "forces_ev_per_angstrom": [[0.02, 0.01, 0.02], [-0.05, 0.01, -0.04], [-0.04, 0.05, 0.13], [0.00, -0.01, 0.00], [-0.10, 0.08, 0.11], [0.32, 0.20, -0.13], [-0.05, 0.03, -0.01], [-0.08, -0.04, -0.01], [0.01, 0.01, 0.01], [0.01, 0.00, -0.04], [0.03, 0.00, 0.00], [0.00, 0.02, 0.02], [-0.21, -0.28, -0.12], [-0.04, -0.05, 0.00], [0.01, 0.01, 0.00], [0.00, -0.02, 0.01], [0.06, -0.08, 0.19], [-0.01, -0.02, 0.01], [0.07, 0.11, 0.09], [0.05, -0.22, -0.01], [-0.06, 0.04, -0.02], [-0.03, 0.04, -0.15], [0.00, -0.04, 0.05], [0.07, 0.07, -0.03], [0.00, 0.01, -0.03], [-0.02, -0.01, -0.04], [0.01, -0.25, -0.06], [-0.01, -0.08, -0.01], [-0.01, -0.01, 0.02], [0.02, 0.03, -0.03], [0.01, 0.01, 0.01], [-0.06, -0.01, -0.04], [-0.11, -0.04, 0.00], [0.06, 0.07, -0.06], [0.00, 0.27, 0.06], [0.00, 0.00, -0.04], [0.01, -0.03, 0.05], [-0.01, -0.01, -0.03], [0.06, 0.04, 0.10], [0.00, 0.02, 0.01], [0.06, 0.06, -0.02]]}